# 1
The following is a DFT calculation (ωB97M-V/def2-TZVPD) of C45H57BN9O5RhS as an isolated structure.

Its spin multiplicity is 5. As for the LUMO energy (alpha / beta): -0.4 / -3.3 eV. The value obtained for the HOMO-LUMO gap (alpha / beta) is 8.43 / 5.58 eV. For the largest force on an atom, the calculation gives 0.8 eV Å⁻¹. The energy relative to the best compared isomer or geometry (same formula, charge and spin) is 0.0 kcal/mol. Its highest occupied orbital energy (alpha / beta) is -0.3258 / -0.3257 Eh.

Atoms and positions in Å:
Rh  -0.4538  -0.3336  -0.7449
C  -2.3032  4.1806  -2.7676
C  -1.3436  3.0383  -2.8215
C  -0.0646  2.9969  -3.3356
C  0.4071  1.7057  -3.0842
N  -0.5566  0.9924  -2.4945
N  -1.6289  1.8252  -2.3227
B  -2.9795  1.3122  -1.7549
N  -2.9635  1.3412  -0.1998
N  -2.1284  0.5106  0.4878
C  -2.4090  0.6560  1.7809
C  -3.4524  1.5839  1.9291
C  -3.7764  1.9884  0.6520
C  -4.8196  2.9585  0.1933
C  -1.6670  -0.0496  2.8928
C  -2.6609  -0.4239  3.9944
C  -0.9858  -1.3251  2.4039
C  -0.6095  0.9183  3.4475
N  -3.2461  -0.1411  -2.1965
N  -2.3484  -1.1404  -1.9514
C  -2.9070  -2.2643  -2.4041
C  -4.1808  -1.9844  -2.9275
C  -4.3562  -0.6265  -2.7783
C  -5.5273  0.2296  -3.1450
C  -2.2397  -3.6282  -2.3549
C  -2.0378  -4.0606  -0.8937
C  -0.9079  -3.5827  -3.1203
C  -3.1398  -4.6625  -3.0331
C  1.7603  1.1514  -3.4587
C  1.7841  0.9396  -4.9778
C  2.8411  2.1621  -3.0471
C  2.0362  -0.1694  -2.7538
H  -1.8335  5.0609  -3.2027
H  -2.5816  4.4217  -1.7385
H  -3.2207  3.9660  -3.3190
H  0.4657  3.8137  -3.8033
H  -3.8612  2.0271  -2.1494
H  -3.9164  1.9179  2.8458
H  -5.3043  3.3992  1.0630
H  -5.5854  2.4752  -0.4163
H  -4.3922  3.7653  -0.4069
H  -3.4315  -1.1037  3.6180
H  -3.1558  0.4562  4.4112
H  -2.1293  -0.9232  4.8098
H  -1.7137  -2.0454  2.0162
H  -0.4389  -1.7922  3.2292
H  -0.2467  -1.1347  1.6314
H  -1.0799  1.7938  3.9018
H  0.0496  1.2806  2.6516
H  0.0049  0.4233  4.2080
H  -4.8839  -2.6759  -3.3672
H  -6.2881  -0.3891  -3.6183
H  -5.2507  1.0239  -3.8399
H  -5.9731  0.7028  -2.2674
H  -1.4518  -3.3375  -0.3282
H  -1.5202  -5.0265  -0.8525
H  -3.0054  -4.1694  -0.3934
H  -0.2086  -2.8697  -2.6899
H  -1.0797  -3.2960  -4.1628
H  -0.4362  -4.5735  -3.1094
H  -4.0762  -4.8048  -2.4857
H  -2.6222  -5.6255  -3.0681
H  -3.3829  -4.3745  -4.0594
H  1.5578  1.8681  -5.5085
H  1.0476  0.1883  -5.2778
H  2.7762  0.5982  -5.2930
H  2.7447  3.1028  -3.5973
H  3.8311  1.7482  -3.2605
H  2.7901  2.3879  -1.9774
H  1.3127  -0.9425  -3.0342
H  2.0324  -0.0384  -1.6701
H  3.0341  -0.5317  -3.0151
N  5.8575  -7.8368  1.0379
C  5.1237  -6.9793  0.8228
C  4.1973  -5.8933  0.5503
C  3.5525  -5.2612  1.6132
C  2.6555  -4.2461  1.3582
C  2.4092  -3.8502  0.0364
C  3.0735  -4.4807  -1.0255
C  3.9608  -5.5067  -0.7675
C  1.4865  -2.8163  -0.2211
C  0.6558  -1.9217  -0.4664
H  3.7602  -5.5716  2.6272
H  2.1417  -3.7405  2.1654
H  2.8784  -4.1578  -2.0401
H  4.4758  -6.0093  -1.5746
O  3.0830  3.4447  3.0839
S  2.8308  3.6653  1.6818
O  3.8766  4.2532  0.8911
N  2.2695  2.3067  0.9804
C  1.0363  2.4873  0.5250
O  0.3465  1.6525  -0.1134
C  0.4479  3.8405  0.8342
C  -0.8320  4.2942  0.5794
C  -1.1717  5.5632  1.0362
C  -0.2452  6.3465  1.7274
C  1.0418  5.8829  1.9780
C  1.3561  4.6205  1.5092
H  -1.5328  3.6566  0.0490
H  -2.1699  5.9496  0.8652
H  -0.5331  7.3304  2.0787
H  1.7620  6.4832  2.5224
O  3.6753  -1.5270  0.8838
C  3.1699  -0.8115  1.7172
O  1.8822  -0.4779  1.6635
C  3.8890  -0.2799  2.9310
N  3.0473  0.6565  3.6749
C  3.1911  0.4305  5.1348
C  4.2530  -0.6672  5.2635
C  4.1649  -1.4072  3.9300
H  4.8238  0.1615  2.5824
H  1.7576  0.0908  2.4635
H  3.2010  1.6161  3.4020
H  2.2447  0.1096  5.5718
H  3.4876  1.3460  5.6442
H  4.0768  -1.3174  6.1211
H  5.2465  -0.2249  5.3735
H  3.3206  -2.1058  3.9410
H  5.0624  -1.9640  3.6701

Atoms 1-3, force components in eV/Å:
Rh -0.3 0.2 -0.2
C 0.0 0.0 -0.1
C -0.2 0.0 0.1



# 2
The following is a DFT calculation (ωB97M-V/def2-TZVPD) of C45H57F5N6O8PS2Ta as an isolated structure.

As for the LUMO energy: -7.5 eV. The value obtained for the HOMO-LUMO gap is 2.40 eV. Its charge is +2. For the largest force on an atom, the calculation gives 8.0 eV Å⁻¹. The energy relative to the best compared isomer or geometry (same formula, charge and spin) is 36.5 kcal/mol. Its highest occupied orbital energy is -0.3631 Eh.

Atoms and positions in Å:
Ta  2.9656  1.6211  2.8976
O  4.0283  1.5978  4.5442
H  3.8876  1.5581  5.4793
H  5.1368  3.0093  4.4270
O  0.9736  1.8638  0.7387
H  1.4894  2.4431  0.1515
H  0.1024  2.1479  0.4367
H  4.7781  1.1115  -3.5461
S  3.8855  -1.8159  -8.0828
C  4.0121  -0.9478  -6.5497
C  3.6714  -1.4677  -5.2850
C  4.4231  -1.0134  -4.1732
N  4.9685  0.2996  -4.2020
C  5.2447  0.7877  -5.4759
C  4.8564  0.1356  -6.5904
C  2.1563  -1.8159  -8.2167
C  1.4154  -2.9501  -7.7702
C  0.0464  -2.7753  -7.6941
N  -0.5300  -1.6874  -8.2278
C  0.0935  -0.6585  -8.7200
C  1.5219  -0.6238  -8.6153
H  2.8885  -2.2129  -5.1104
H  4.7275  -1.5669  -3.2192
H  5.9319  1.6355  -5.4511
H  5.4047  0.3958  -7.5320
H  1.8605  -3.9234  -7.5558
H  -0.5883  -3.5269  -7.1857
H  -0.4783  0.0887  -9.2703
H  2.1252  0.2449  -8.7586
C  -2.2505  4.5407  5.3286
C  -0.8022  5.0088  5.0113
C  0.0574  3.7590  4.9657
C  -0.7127  2.4695  4.3801
C  -1.8565  2.8198  3.4786
C  -2.8582  3.7826  4.1863
P  0.4345  1.2718  3.4660
C  -0.4780  -0.4464  3.4696
C  -1.7409  -0.6190  2.4448
C  -2.9919  -1.3355  3.0503
C  -3.3793  -0.4729  4.2715
C  -2.3777  -0.6326  5.3025
C  -0.8721  -0.7527  4.9315
C  -5.9519  2.7429  -0.9168
C  -5.7380  4.2001  -1.0417
C  -5.3935  4.7570  -2.4719
C  -4.8949  3.5485  -3.3932
C  -5.7498  2.2139  -3.5210
C  -6.0763  1.7283  -1.9771
H  -2.8147  5.3928  5.6857
H  -2.0974  3.8707  6.1626
H  -0.5052  5.6154  5.8722
H  -0.7555  5.7055  4.1818
H  0.5016  3.5614  5.9104
H  0.8474  4.0574  4.2519
H  -1.0277  1.8105  5.1661
H  -2.3160  1.9251  3.0339
H  -1.4472  3.4002  2.6307
H  -3.8249  3.3433  4.5458
H  -3.2128  4.5307  3.4718
H  0.2126  -1.2222  3.1799
H  -1.3662  -1.2656  1.6344
H  -2.0900  0.3623  2.0518
H  -2.8033  -2.3641  3.3086
H  -3.8080  -1.1003  2.3610
H  -4.4181  -0.6367  4.5667
H  -3.3938  0.5792  3.8780
H  -2.5384  -1.5959  5.8010
H  -2.4646  0.1075  6.1220
H  -0.5440  -1.7934  5.1223
H  -0.2830  -0.0316  5.6259
H  -6.2260  2.5222  0.1021
H  -5.2955  4.5650  -0.1730
H  -6.8077  4.4533  -0.9145
H  -4.6995  5.6022  -2.3136
H  -6.3844  5.0212  -2.8951
H  -3.9775  3.0554  -3.0663
H  -4.7020  3.9606  -4.4276
H  -5.2714  1.2870  -3.9320
H  -6.6871  2.2921  -4.1052
H  -5.2819  0.9893  -1.6715
H  -7.1593  1.4586  -1.9657
C  -1.2680  -4.0913  -4.5791
N  -1.6508  -4.7172  -3.3033
C  -2.3695  -5.9736  -3.2618
C  -2.3733  -6.3696  -1.7886
N  -2.0601  -5.1483  -1.1469
C  -1.4937  -4.2388  -2.0313
S  -0.9978  -2.7553  -1.5609
H  -0.7442  -3.1474  -4.4735
H  -2.1387  -4.0849  -5.2582
H  -0.5506  -4.8014  -5.0242
H  -1.9689  -6.7195  -3.9336
H  -3.4056  -5.8167  -3.6331
H  -1.5646  -7.1512  -1.5704
H  -3.3349  -6.7794  -1.4348
H  -1.7275  -5.0950  -0.1720
F  4.4974  1.6555  -0.8980
C  4.2990  2.7621  -0.2024
C  3.8025  2.2910  1.0635
C  3.2653  3.2700  1.8891
F  5.7731  3.5355  4.5541
C  3.3229  4.6009  1.5295
F  3.2606  5.5158  2.5596
C  3.5053  4.9172  0.1402
F  3.2921  6.2286  -0.2739
C  4.1198  4.0722  -0.7507
F  4.2267  4.3553  -2.0658
O  2.1610  -0.3454  4.4996
C  2.7917  -1.0207  3.6920
O  3.4208  -0.3047  2.7098
C  2.9013  -2.5134  3.5490
C  2.1485  -3.1339  2.5123
C  2.4435  -4.4907  2.2306
C  3.6184  -5.1086  2.7369
C  4.2976  -4.4676  3.7842
C  3.8049  -3.2244  4.3617
N  5.7570  -4.6020  3.8338
O  6.1193  -5.4012  2.9430
O  6.5299  -3.8573  4.4947
N  1.5865  -5.2182  1.2962
O  0.6836  -4.6232  0.6902
O  1.7968  -6.4242  1.0732
H  1.3307  -2.6210  1.9591
H  3.8888  -6.1052  2.3645
H  4.2789  -2.8504  5.2857

Atoms 1-3, force components in eV/Å:
Ta -2.9 -3.4 4.8
O -0.4 1.1 -2.4
H -0.3 -0.1 0.7